One molecule with the formula C15H22N2O2 at a distorted geometry, computed with wB97M-V/def2-TZVPD.

- lowest unoccupied orbital energy (eV) = 0.2
- gap between HOMO and LUMO (eV) = 8.8
- HOMO (eV) = -8.56
- SMILES string = CN(CCCCCC(=O)/C=N/O)Cc1ccccc1

Element x y z (Å)
C  -2.95  1.62  -1.02
N  -1.80  0.75  -1.14
C  -0.93  0.85  0.02
C  0.03  -0.33  0.11
C  0.60  -0.53  1.52
C  1.49  0.63  1.96
C  2.13  0.36  3.32
C  3.23  -0.68  3.25
O  3.76  -1.04  2.23
C  3.67  -1.23  4.56
N  3.02  -0.95  5.61
O  3.49  -1.51  6.78
H  2.89  -1.21  7.47
H  4.54  -1.88  4.55
H  1.39  0.03  4.05
H  2.59  1.27  3.72
H  2.28  0.78  1.23
H  0.90  1.55  2.03
H  1.20  -1.44  1.52
H  -0.22  -0.66  2.23
H  -0.52  -1.23  -0.18
H  0.86  -0.21  -0.59
H  -1.57  0.84  0.90
H  -0.37  1.80  0.02
C  -1.10  1.00  -2.39
C  -1.94  0.60  -3.58
C  -2.07  1.43  -4.68
C  -2.83  1.05  -5.77
C  -3.47  -0.18  -5.76
C  -3.35  -1.01  -4.66
C  -2.59  -0.63  -3.58
H  -2.49  -1.27  -2.72
H  -3.86  -1.97  -4.65
H  -4.07  -0.48  -6.61
H  -2.92  1.70  -6.62
H  -1.57  2.39  -4.69
H  -0.80  2.06  -2.48
H  -0.19  0.39  -2.40
H  -3.59  1.50  -1.89
H  -3.52  1.34  -0.13
H  -2.67  2.68  -0.94

Here are the Löwdin charges for atoms 1 to 6, given in e: atom 1 (C): -0.088, atom 2 (N): -0.232, atom 3 (C): -0.222, atom 4 (C): -0.190, atom 5 (C): -0.211, atom 6 (C): -0.203

One molecule with the formula C15H22N2O3S, computed with wB97M-V/def2-TZVPD.

- lowest unoccupied orbital energy (eV) = 0.7
- gap between HOMO and LUMO (eV) = 10.1
- HOMO (eV) = -9.50
- SMILES string = O=C(CCNS(=O)(=O)c1ccccc1)N1CCCCCC1

Element x y z (Å)
O  0.27  0.22  -0.66
C  -0.78  -0.18  -0.17
N  -1.96  0.01  -0.78
C  -3.24  -0.42  -0.25
C  -4.40  0.53  -0.58
H  -4.72  0.39  -1.61
C  -4.06  2.00  -0.35
C  -3.46  2.67  -1.59
C  -2.05  2.20  -1.93
H  -1.36  2.52  -1.15
C  -1.94  0.68  -2.07
H  -2.74  0.28  -2.70
H  -0.98  0.44  -2.53
H  -1.74  2.66  -2.87
H  -3.43  3.75  -1.42
H  -4.12  2.49  -2.44
H  -3.36  2.09  0.49
H  -4.97  2.53  -0.08
H  -5.23  0.24  0.06
H  -3.16  -0.49  0.83
H  -3.48  -1.42  -0.64
C  -0.79  -0.93  1.16
H  -1.31  -1.89  1.04
C  0.64  -1.19  1.63
N  1.29  0.06  1.96
S  2.81  -0.09  2.61
O  3.29  1.23  2.87
O  2.71  -1.03  3.70
C  3.78  -0.82  1.30
C  4.19  -0.02  0.25
C  4.89  -0.59  -0.80
C  5.17  -1.94  -0.79
C  4.76  -2.74  0.26
C  4.06  -2.18  1.32
H  3.73  -2.76  2.16
H  4.98  -3.80  0.27
H  5.71  -2.38  -1.61
H  5.21  0.03  -1.63
H  3.96  1.03  0.28
H  1.30  0.68  1.16
H  0.65  -1.79  2.54
H  1.19  -1.74  0.84
H  -1.30  -0.33  1.91

Here are the Löwdin charges for atoms 1 to 6, given in e: atom 1 (O): 0.045, atom 2 (C): -0.440, atom 3 (N): -0.056, atom 4 (C): -0.161, atom 5 (C): -0.178, atom 6 (H): 0.105

One molecule with the formula C15H22N2O4, computed with wB97M-V/def2-TZVPD.

- lowest unoccupied orbital energy (eV) = 0.6
- gap between HOMO and LUMO (eV) = 9.6
- HOMO (eV) = -8.97
- SMILES string = O=C([C@H](CO)NC(=O)[C@H]1C[C@@]2(C1)C[C@]21CC1)N1CCCO1

Element x y z (Å)
O  1.38  -0.41  -0.02
C  0.40  0.00  0.57
N  -0.86  -0.40  0.24
C  -1.11  -1.30  -0.86
C  -0.92  -2.74  -0.37
O  -1.22  -3.64  -1.43
C  -2.56  -1.13  -1.27
O  -3.42  -1.03  -0.42
N  -2.93  -1.24  -2.60
C  -3.90  -2.28  -2.99
C  -3.12  -3.16  -3.96
C  -2.16  -2.15  -4.55
O  -1.80  -1.29  -3.47
C  0.49  1.00  1.70
C  1.72  0.87  2.63
C  1.92  2.37  2.48
C  0.99  2.41  1.28
C  1.92  3.38  3.61
C  3.12  3.18  2.76
C  4.55  2.85  2.95
C  4.11  3.95  1.98
H  -1.66  -0.11  0.78
H  -0.41  -1.10  -1.66
H  0.12  -2.84  -0.05
H  -1.58  -2.91  0.49
H  -0.97  -4.52  -1.16
H  -4.24  -2.79  -2.09
H  -4.76  -1.81  -3.47
H  -2.58  -3.93  -3.42
H  -3.77  -3.61  -4.71
H  -1.23  -2.58  -4.92
H  -2.63  -1.56  -5.35
H  -0.45  1.06  2.26
H  1.54  0.48  3.64
H  2.50  0.30  2.14
H  1.52  2.38  0.33
H  0.24  3.20  1.25
H  1.35  4.29  3.43
H  1.92  3.02  4.64
H  5.04  3.15  3.86
H  4.91  1.92  2.51
H  4.20  3.77  0.92
H  4.30  4.96  2.30

Here are the Löwdin charges for atoms 1 to 6, given in e: atom 1 (O): 0.066, atom 2 (C): -0.450, atom 3 (N): 0.118, atom 4 (C): -0.200, atom 5 (C): -0.173, atom 6 (O): -0.045

C15H22NO5SiTeV as an isolated structure, computed with wB97M-V/def2-TZVPD.

- total charge = -1
- lowest unoccupied orbital energy (spin up / spin down) (eV) = 2.0 / 2.3
- multiplicity = 2
- gap between HOMO and LUMO (spin up / spin down) (eV) = 7.3 / 7.6
- ⟨S²⟩ = 0.8236
- HOMO (spin up / spin down) (eV) = -5.34 / -5.30

Element x y z (Å)
V  -1.27  0.54  -1.71
O  -5.30  2.66  2.35
C  -4.53  2.24  1.54
C  -4.54  0.83  0.92
O  -5.31  -0.06  1.20
C  -3.41  0.85  -0.01
C  -2.77  2.07  -0.02
O  -1.74  2.17  -0.81
C  -3.36  3.03  0.90
O  -3.05  4.17  1.17
O  -2.93  -0.09  -0.78
C  -0.45  0.28  1.64
Si  0.44  -0.09  0.01
C  1.98  1.08  -0.02
C  2.57  1.25  1.38
C  3.09  0.59  -0.95
C  1.52  2.46  -0.51
C  0.91  -1.96  0.07
C  1.45  -2.52  -1.25
C  1.96  -2.23  1.16
C  -0.37  -2.73  0.44
H  0.14  -0.10  2.48
H  -1.43  -0.20  1.68
H  -0.59  1.35  1.78
H  2.97  0.32  1.79
H  1.83  1.64  2.09
H  3.39  1.98  1.34
H  3.54  -0.34  -0.60
H  3.88  1.34  -1.01
H  2.72  0.41  -1.97
H  0.72  2.88  0.10
H  1.16  2.44  -1.54
H  2.37  3.16  -0.46
H  2.40  -2.07  -1.53
H  0.76  -2.37  -2.08
H  1.61  -3.60  -1.14
H  2.94  -1.83  0.89
H  2.07  -3.32  1.29
H  1.68  -1.82  2.13
H  -1.20  -2.51  -0.23
H  -0.69  -2.50  1.46
H  -0.17  -3.80  0.40
N  -1.86  -2.27  -3.08
C  -1.48  -1.19  -2.69
H  -1.59  -2.64  -3.98
Te  -0.06  0.48  -3.86

Here are the Löwdin charges for atoms 1 to 6, given in e: atom 1 (V): 0.276, atom 2 (O): 0.138, atom 3 (C): -0.232, atom 4 (C): -0.269, atom 5 (O): 0.115, atom 6 (C): -0.297

Record order is preserved below.
Electronic energy: -844.6946, -1318.2146, -995.1191, -2517.3236 a.u.
Record order is preserved below.
Energy above the lowest of the compared OMol25 structures with the same formula, charge and spin: 280.8, 109.8, 531.4, 0.0 kJ/mol